Record 1
DFT (wB97M-V/def2-TZVPD) results for a cluster of 3 separate species, C4H14NO3 in total.

Geometry as XYZ:
```
22
Properties=species:S:1:pos:R:3
C 0.791 -1.329 0.134
O 1.047 -0.059 0.473
C -0.314 -1.485 -1.030
C -0.869 -0.190 -1.541
C -1.917 0.477 -0.646
N -1.501 1.105 0.614
H 1.672 -1.840 -0.286
H 0.452 -1.884 1.015
H 0.151 -2.097 -1.801
H -0.973 -2.244 -0.598
H -0.037 0.504 -1.680
H -1.283 -0.276 -2.536
H -2.548 -0.347 -0.354
H -2.648 1.082 -1.175
H -0.630 1.600 0.457
H -1.236 0.356 1.246
H 1.244 0.316 2.278
H 0.492 0.565 3.606
O 1.353 0.656 3.183
H 2.420 2.356 -0.063
H 1.816 1.043 -0.541
O 2.518 1.690 -0.754
```

Values from the calculation:
Multiplicity: 2
Kohn-Sham gap (alpha / beta) (eV): 10.603 / 6.998
Energy relative to the best compared isomer or geometry (same formula, charge and spin) (kcal per mole): 38.69
DFT total energy (a.u.): -441.16924

natural (NBO) population analysis, charges in e, atoms 1 to 8: -0.128 -0.358 -0.400 -0.441 -0.226 -0.784 0.256 0.167


Record 2
DFT (wB97M-V/def2-TZVPD) results for a structure of composition C6H9AgO3.

Geometry as XYZ:
```
19
Properties=species:S:1:pos:R:3
O 0.312 3.595 0.812
Ag -0.682 0.612 1.744
C 1.122 1.674 -0.207
O 0.833 1.821 -1.448
C 1.326 3.009 0.465
C 2.675 3.319 1.015
H 2.656 4.263 1.569
H 3.396 3.336 0.183
H 2.980 2.530 1.720
C 0.041 0.846 -2.161
H 0.719 0.295 -2.821
H -0.419 0.163 -1.440
H -0.694 1.396 -2.756
C 3.704 0.794 -1.104
O 4.718 0.255 -1.233
C 5.626 -0.959 -1.160
H 6.492 -0.592 -0.608
H 5.036 -1.708 -0.629
H 5.815 -1.191 -2.209
```

Values from the calculation:
Multiplicity: 1
Kohn-Sham gap (eV): 7.018
DFT total energy (a.u.): -605.81403
Charge: +2

natural (NBO) population analysis, charges in e, atoms 1 to 8: -0.469 0.915 0.121 -0.441 0.438 -0.733 0.287 0.228


Record 3
DFT (wB97M-V/def2-TZVPD) results for the molecule FH2PS.

Geometry as XYZ:
```
5
Properties=species:S:1:pos:R:3
F 2.314 -0.093 1.889
S 2.366 1.411 1.178
P -0.048 0.654 0.484
H -0.421 0.472 1.819
H 0.483 -0.616 0.336
```

Values from the calculation:
Multiplicity: 1
Kohn-Sham gap (eV): 8.116
Energy relative to the best compared isomer or geometry (same formula, charge and spin) (kcal per mole): 64.11
DFT total energy (a.u.): -840.51624

List of natural (NBO) charges in e, atom by atom: -0.509 0.291 0.261 -0.023 -0.019


Record 4
DFT (wB97M-V/def2-TZVPD) results for a cluster of 11 separate species, C15H52N10O11 in total.

Geometry as XYZ:
```
88
Properties=species:S:1:pos:R:3
N -22.614 1.776 14.177
C -23.901 2.240 14.238
N -24.077 3.492 14.586
O -25.012 1.433 14.216
H -22.470 0.761 14.083
H -21.753 2.313 14.169
H -25.081 3.764 14.768
H -23.365 4.156 14.824
N -21.187 7.861 18.645
C -20.507 8.551 17.851
N -19.248 8.627 18.146
O -21.089 9.308 16.806
H -22.076 7.509 18.270
H -20.722 7.482 19.440
H -18.588 9.031 17.485
H -18.846 7.831 18.677
N -18.701 5.571 13.983
C -19.255 6.394 14.873
N -20.283 7.060 14.520
O -18.682 6.578 16.159
H -17.993 4.875 14.189
H -19.163 5.459 13.077
H -20.739 7.880 14.932
H -20.781 6.870 13.553
N -24.655 5.547 17.036
C -24.672 6.464 17.997
N -23.875 7.481 17.730
O -25.335 6.464 19.193
H -25.259 4.751 17.229
H -23.772 5.356 16.442
H -23.936 8.176 18.541
H -23.522 7.715 16.764
N -17.909 6.108 18.590
C -18.202 4.886 19.003
N -19.201 4.355 18.462
O -17.534 4.335 20.028
H -17.174 6.626 19.023
H -18.156 6.437 17.689
H -19.692 4.643 17.641
H -19.445 3.439 18.789
C -21.132 4.053 12.317
C -21.026 5.154 11.312
O -21.368 6.336 11.956
H -22.088 4.079 12.801
H -20.379 4.149 13.036
H -21.185 3.016 11.824
H -21.776 4.786 10.629
H -20.148 5.065 10.693
H -22.026 6.814 11.410
C -22.399 3.487 17.100
C -21.643 4.673 16.608
O -22.129 5.230 15.414
H -23.429 3.544 16.913
H -22.123 3.351 18.127
H -22.085 2.565 16.604
H -20.601 4.368 16.563
H -21.681 5.419 17.343
H -21.486 5.847 14.974
C -23.715 0.098 18.594
C -24.031 0.082 17.108
O -22.883 -0.622 16.518
H -23.662 -0.818 19.058
H -24.408 0.671 19.096
H -22.801 0.590 18.851
H -24.121 1.014 16.727
H -25.047 -0.281 17.023
H -22.850 -0.774 15.596
C -18.564 0.469 15.891
C -19.781 1.439 15.879
O -19.810 2.214 14.724
H -18.602 0.028 16.815
H -17.680 1.087 16.045
H -18.450 -0.332 15.106
H -19.602 2.138 16.666
H -20.784 0.995 16.065
H -19.708 1.639 13.988
C -22.626 4.935 20.594
O -21.190 5.109 20.315
H -22.962 5.425 21.512
H -22.867 3.869 20.609
H -23.215 5.435 19.756
H -20.846 4.231 20.442
C -23.812 7.764 14.284
O -22.958 8.256 15.252
H -23.883 6.718 14.341
H -23.594 8.118 13.297
H -24.850 8.075 14.449
H -22.496 8.985 14.857
```

Values from the calculation:
Multiplicity: 1
Kohn-Sham gap (eV): 8.510
Energy relative to the best compared isomer or geometry (same formula, charge and spin) (kcal per mole): 23.51
DFT total energy (a.u.): -1977.79395

Mulliken population analysis, charges in e, atoms 1 to 8: 0.197 0.181 0.203 -0.753 0.254 -0.254 0.281 -0.450


Record 5
DFT (wB97M-V/def2-TZVPD) results for a structure of composition C6H21Al2ClF7NNaO5P2.

Geometry as XYZ:
```
46
Properties=species:S:1:pos:R:3
C 4.682 1.187 1.759
C 4.328 0.481 0.322
C 3.413 1.579 -0.542
P 2.197 2.581 0.535
C 0.562 1.659 0.876
C 0.569 0.061 0.515
H 3.796 0.942 2.516
H 5.686 0.720 2.204
H 4.880 2.353 1.684
H 5.318 0.295 -0.319
H 3.793 -0.559 0.397
H 2.926 1.064 -1.486
H 4.209 2.351 -0.984
H 1.841 3.743 -0.275
H 0.349 1.740 2.048
H -0.347 2.162 0.332
H 0.223 -0.066 -0.603
H -0.204 -0.516 1.217
H 1.632 -0.399 0.680
O 1.603 -1.195 3.191
H 0.717 -1.592 3.387
H 2.310 -1.587 3.764
H 1.583 -0.207 3.265
F -5.008 0.586 0.493
P -3.548 0.146 0.179
F -2.564 -1.060 0.178
F -4.441 -0.650 -0.816
F -3.414 -0.284 1.671
F -3.082 1.571 0.604
F -2.769 0.712 -1.047
Al -1.308 0.944 -2.392
O -6.978 0.352 2.756
H -6.439 0.511 2.003
O -2.319 0.003 -5.199
H -2.437 -0.370 -6.054
F 0.022 4.436 0.468
Na -2.378 -2.347 -6.424
Cl -4.178 2.145 2.162
C -1.293 -3.759 -1.574
N -1.035 -4.301 -2.936
O -2.019 -4.610 -3.618
O 0.148 -4.402 -3.281
H -2.371 -3.727 -1.405
H -0.810 -4.427 -0.857
H -0.866 -2.755 -1.533
Al 3.022 4.489 2.141
```

Values from the calculation:
Multiplicity: 1
Kohn-Sham gap (eV): 1.651
DFT total energy (a.u.): -3159.51261
Charge: +3

natural (NBO) population analysis, charges in e, atoms 1 to 8: -0.636 -0.421 -0.748 0.423 -0.720 -0.649 0.151 0.281


Record 6
DFT (wB97M-V/def2-TZVPD) results for the molecule C4H9NO2.

Geometry as XYZ:
```
16
Properties=species:S:1:pos:R:3
H 2.257 0.683 -0.289
N 1.967 0.595 0.675
C 1.083 -0.306 0.869
O 0.739 -0.497 2.149
C 0.321 -1.136 -0.129
C -1.097 -0.593 -0.385
C -1.135 0.812 -0.990
O -0.818 1.840 -0.077
H 1.337 0.162 2.560
H 0.887 -1.151 -1.068
H 0.258 -2.166 0.240
H -1.604 -1.285 -1.071
H -1.663 -0.588 0.553
H -0.488 0.848 -1.885
H -2.154 1.027 -1.329
H 0.112 1.756 0.178
```

Values from the calculation:
Multiplicity: 1
Kohn-Sham gap (eV): 11.088
Energy relative to the best compared isomer or geometry (same formula, charge and spin) (kcal per mole): 26.55
DFT total energy (a.u.): -363.04322

natural (NBO) population analysis, charges in e, atoms 1 to 8: 0.353 -0.782 0.588 -0.664 -0.490 -0.416 -0.065 -0.724